w:
The following is a quantum chemistry calculation of the molecule C6H5N, from OMol25.

Each line ends with the Löwdin charge.
CARTESIAN COORDINATES (ANGSTROEM)
C1 1.451 -0.992 -0.474  -0.32
C2 2.389 -1.307 -1.247  0.18
C3 -0.987 -0.443 -1.067  -0.13
C4 0.183 1.144 -0.056  -0.17
C5 -0.044 -1.193 -0.206  -0.16
C6 0.697 -0.183 0.521  -0.19
N1 -0.894 0.789 -0.945  0.05
H1 -1.694 -0.919 -1.803  0.14
H2 -0.249 1.985 0.587  0.14
H3 1.093 1.474 -0.573  0.13
H4 -0.311 -2.174 0.099  0.13
H5 1.000 -0.028 1.641  0.19

Orbital gap: 0.341 Eh
HOMO level: -9.8 eV
Lowest unoccupied orbital energy: -0.50 eV

x:
The following is a quantum chemistry calculation of the molecule C6H5N, from OMol25.

Each line ends with the Löwdin charge.
CARTESIAN COORDINATES (ANGSTROEM)
C1 0.811 0.166 -0.170  -0.01
C2 1.565 0.515 0.955  -0.16
C3 -0.617 -0.126 -0.102  -0.30
C4 1.086 0.853 2.219  -0.06
C5 -0.982 0.149 1.185  0.02
C6 -1.275 -0.602 -1.287  -0.07
N1 -0.182 0.617 2.001  0.11
H1 1.262 0.101 -1.091  0.08
H2 2.674 0.593 0.849  0.10
H3 -2.237 -0.061 -1.376  0.09
H4 -0.487 -0.501 -2.040  0.08
H5 -1.619 -1.706 -1.144  0.12

Orbital gap (spin up / spin down): 0.285 / 0.282 Eh
HOMO level (spin up / spin down): -8.7 / -8.6 eV
Lowest unoccupied orbital energy (spin up / spin down): -0.96 / -0.98 eV

Ranking the structures above by energy, x is first and the second is 11.4 kcal/mol behind.